A structure of composition C7H8, computed with wB97M-V/def2-TZVPD.

E   -7381.9266 eV
HOMO energy (spin up / spin down)   -7.16 / -7.16 eV
Energy relative to the best compared isomer or geometry (same formula, charge and spin)   658.08 kJ/mol
LUMO energy (spin up / spin down)   1.0 / 1.0 eV
Gap between HOMO and LUMO (spin up / spin down)   8.17 / 8.17 eV

Each line ends with the Mulliken charge.
Geometry (Å):
1 C -0.3670 0.6396 -1.8384  -1.516
2 C -0.0479 0.1185 -0.4608  0.442
3 C -0.6614 0.6201 0.8752  -0.395
4 C 0.5410 0.0771 1.5641  -0.127
5 C -0.2402 -1.1633 1.3260  -0.624
6 C -0.0545 -1.3357 -0.0906  -0.256
7 C 1.2810 0.1734 0.2113  -0.554
8 H 0.3214 0.2157 -2.5815  0.348
9 H -1.3937 0.3815 -2.1303  0.333
10 H -0.2634 1.7328 -1.8642  0.358
11 H -1.3392 1.4557 1.1359  0.393
12 H 0.8978 0.3717 2.5547  0.482
13 H -0.6049 -1.8565 2.0878  0.387
14 H -0.2341 -2.2103 -0.7275  0.419
15 H 2.1650 0.7798 -0.0618  0.311

---

A cluster of 3 separate species, C3H7NO2 in total, computed with wB97M-V/def2-TZVPD.

E   -8805.6502 eV
HOMO energy   -9.01 eV
Energy relative to the best compared isomer or geometry (same formula, charge and spin)   470.72 kJ/mol
LUMO energy   -0.3 eV
Gap between HOMO and LUMO   8.74 eV

Each line ends with the Mulliken charge.
Geometry (Å):
1 C 2.0597 0.1832 -0.1562  -0.844
2 N 0.6699 -0.1872 -0.2905  -0.391
3 C -0.1751 0.2779 0.5735  0.681
4 O -0.1762 1.0621 1.5459  -0.636
5 C -1.6103 -0.1665 0.3869  -0.273
6 O -2.4424 0.5162 -0.3427  -0.355
7 H 2.4297 0.6272 -1.0874  0.267
8 H 2.2010 0.9029 0.6612  0.312
9 H 2.6665 -0.7062 0.0514  0.267
10 H -0.3773 -1.2553 -0.7924  0.174
11 H -2.1115 -0.6924 1.1981  0.326
12 H -1.1807 -1.5253 -0.6907  0.089
13 H -1.9533 0.9633 -1.0573  0.384

---

A cluster of 2 separate species, C7H15O2PSi in total at a distorted geometry, computed with wB97M-V/def2-TZVPD.

E   -28761.3964 eV
HOMO energy   -8.52 eV
Energy relative to the best compared isomer or geometry (same formula, charge and spin)   346.00 kJ/mol
LUMO energy   -2.2 eV
Gap between HOMO and LUMO   6.30 eV

Each line ends with the Mulliken charge.
Geometry (Å):
1 C -2.8844 1.4339 -0.8682  -0.191
2 C -2.9435 0.1272 -1.1872  -0.403
3 C -2.1535 1.7500 0.3862  -0.578
4 C -2.0435 0.5154 1.2644  -0.660
5 C 2.0474 -1.6425 -1.3663  -1.114
6 C 3.2297 0.7903 -0.0533  -1.149
7 C 1.2051 -1.1626 1.3192  -1.107
8 O -2.2271 -2.2439 0.2317  -0.594
9 O 0.3350 0.7193 -0.8932  -0.649
10 Si 1.5217 -0.1105 -0.3528  0.600
11 P -2.0459 -0.8428 0.0117  0.891
12 H -3.2362 2.3666 -1.3583  0.354
13 H -3.2976 -0.3914 -2.1158  0.365
14 H -1.0838 2.1045 0.2262  0.234
15 H -2.4341 2.7469 0.7638  0.458
16 H -1.3158 0.5183 1.9837  0.423
17 H -2.9304 0.3952 1.8919  0.431
18 H 1.2132 -2.2531 -1.7393  0.309
19 H 2.4803 -1.3828 -2.3197  0.342
20 H 2.8457 -2.2648 -0.8258  0.250
21 H 3.2843 1.7649 -0.5866  0.302
22 H 3.3929 0.9058 1.0101  0.351
23 H 4.0737 0.1976 -0.5079  0.286
24 H 0.0864 -1.5786 1.3193  0.105
25 H 1.7492 -1.9778 1.4774  0.493
26 H 1.1308 -0.4852 2.2887  0.249

---

A cluster of 3 separate species, C4H13NO3 in total at a distorted geometry, computed with wB97M-V/def2-TZVPD.

SMILES   CN[C@@H](C)C=O.O.O
E   -11989.1459 eV
HOMO energy   -9.04 eV
Energy relative to the best compared isomer or geometry (same formula, charge and spin)   320.85 kJ/mol
LUMO energy   0.7 eV
Gap between HOMO and LUMO   9.73 eV

Each line ends with the Mulliken charge.
Geometry (Å):
1 C -0.7663 0.7541 -1.2848  -0.855
2 N 0.1974 -0.3838 -1.6587  -0.415
3 C 1.9266 1.0907 -0.5425  -1.123
4 C 1.4332 -0.2789 -0.9463  0.484
5 C 1.2328 -1.1536 0.2601  -0.106
6 O 1.6840 -2.2988 0.2880  -0.520
7 H -0.4846 1.5887 -2.0359  0.272
8 H -1.8539 0.3467 -1.4449  0.225
9 H -0.7026 1.1242 -0.2816  0.303
10 H 0.2779 -0.3826 -2.6240  0.288
11 H 2.7011 1.3046 0.2074  0.362
12 H 2.3729 1.8690 -1.2565  0.294
13 H 1.0143 1.5864 -0.1411  0.226
14 H 2.3347 -0.8170 -1.4719  0.249
15 H 0.7242 -0.7430 1.1560  0.333
16 H -2.0690 0.2566 1.4381  0.317
17 H -2.7582 1.3365 2.1362  0.274
18 O -1.9826 1.1950 1.7116  -0.607
19 H -1.2867 -1.8826 2.6644  0.314
20 H -1.8945 -2.5837 1.6240  0.302
21 O -2.1007 -1.9285 2.2025  -0.618

---

A cluster of 2 separate species, C5H8O2 in total, computed with wB97M-V/def2-TZVPD.

SMILES   C1=CO[C@@H]2C[C@@H]2O1.[H][H]
E   -9406.3668 eV
HOMO energy   -8.24 eV
Energy relative to the best compared isomer or geometry (same formula, charge and spin)   334.36 kJ/mol
LUMO energy   1.1 eV
Gap between HOMO and LUMO   9.29 eV

Each line ends with the Mulliken charge.
Geometry (Å):
1 C -1.3448 0.0782 1.1507  -0.658
2 C -1.4836 0.1274 -0.3464  -0.043
3 O -0.6066 0.9247 -1.0921  -0.371
4 C 0.6519 0.4065 -1.2335  -0.204
5 C 1.0919 -0.7055 -0.6477  -0.237
6 O 0.3527 -1.4995 0.1866  -0.372
7 C -0.9892 -1.1202 0.3135  -0.050
8 H -0.5035 0.6303 1.5630  0.233
9 H -2.2363 0.0536 1.7710  0.276
10 H -2.4735 0.1241 -0.7921  0.331
11 H 1.2803 1.0120 -1.8740  0.370
12 H 3.1455 1.7511 0.8724  0.192
13 H 2.1021 -1.0708 -0.7815  0.384
14 H 2.6474 1.2813 0.5803  -0.183
15 H -1.6343 -1.9932 0.3296  0.332

---

A structure of composition C37H57BClN7NiS2, computed with wB97M-V/def2-TZVPD.

E   -125640.3472 eV
HOMO energy (spin up / spin down)   -8.13 / -8.14 eV
Energy relative to the best compared isomer or geometry (same formula, charge and spin)   0.00 kJ/mol
LUMO energy (spin up / spin down)   -0.4 / -0.5 eV
Gap between HOMO and LUMO (spin up / spin down)   7.74 / 7.68 eV

Each line ends with the Mulliken charge.
Geometry (Å):
1 Ni 0.1441 0.3978 0.1844  -1.144
2 C 1.0793 2.2272 2.7667  -1.434
3 C 1.8785 1.1010 3.3965  0.720
4 C 3.3509 1.5086 3.5203  -1.275
5 C 1.7670 -0.2514 2.7370  -0.872
6 C 2.1497 -1.4299 3.3840  -1.427
7 C 1.9204 -2.4558 2.4927  0.405
8 C 1.9702 -3.9176 2.8552  0.249
9 C 2.9846 -4.7868 2.1169  -1.390
10 C 0.5580 -4.5076 2.8034  -1.086
11 N 1.4492 -1.9001 1.3541  1.184
12 N 1.3263 -0.5521 1.5138  0.403
13 B 1.1068 -2.5222 -0.0245  0.141
14 N -0.4291 -2.5447 -0.1937  1.177
15 N -1.1555 -1.4985 0.2935  -0.170
16 C -2.4274 -1.8741 0.2619  -0.190
17 C -2.5396 -3.1555 -0.2907  -0.986
18 C -1.2515 -3.5484 -0.5817  0.208
19 C -0.8682 -4.8043 -1.3216  -0.064
20 C -0.2102 -5.8996 -0.4815  -1.456
21 C -0.0404 -4.4820 -2.5638  -1.466
22 C -3.5581 -1.0056 0.7217  0.194
23 C -3.9826 -0.0711 -0.4132  -1.264
24 C -3.2083 -0.2949 2.0263  -1.207
25 N 1.7532 -1.6516 -1.1545  1.575
26 N 1.1374 -0.4493 -1.3973  0.586
27 C 1.5420 -0.0245 -2.5934  -0.935
28 C 2.4699 -0.9239 -3.1126  -1.459
29 C 2.5926 -1.9366 -2.1809  -0.104
30 C 3.6159 -3.0439 -2.3433  0.713
31 C 3.8097 -4.0201 -1.1949  -1.021
32 C 3.4170 -3.7980 -3.6625  -1.517
33 C 0.9807 1.1785 -3.2720  3.580
34 C -0.1243 0.7385 -4.2370  -1.691
35 C 2.0570 1.9839 -3.9928  -1.507
36 H 1.2125 3.1386 3.3516  0.572
37 H 1.4256 2.4428 1.7533  0.099
38 H 0.0123 2.0006 2.7533  0.175
39 H 1.4976 0.9467 4.4116  0.417
40 H 3.7689 1.7376 2.5387  0.065
41 H 3.4418 2.4077 4.1318  0.469
42 H 3.9469 0.7199 3.9815  0.357
43 H 2.5087 -1.5248 4.3959  0.629
44 H 2.2817 -3.9063 3.9036  0.469
45 H 2.6795 -4.9918 1.0946  0.048
46 H 3.9698 -4.3179 2.0952  0.356
47 H 3.0801 -5.7439 2.6326  0.524
48 H 0.1404 -4.4310 1.8003  0.061
49 H 0.5719 -5.5611 3.0898  0.381
50 H -0.1082 -3.9728 3.4813  0.397
51 H 1.5218 -3.6297 -0.0703  -0.792
52 H -3.4434 -3.7146 -0.4708  0.517
53 H -1.8270 -5.2076 -1.6602  0.547
54 H 0.7909 -5.6168 -0.1582  0.170
55 H -0.8017 -6.1293 0.4052  0.415
56 H -0.1232 -6.8112 -1.0761  0.512
57 H 0.9235 -4.0637 -2.2804  0.083
58 H 0.1397 -5.3860 -3.1497  0.580
59 H -0.5454 -3.7516 -3.1977  0.436
60 H -4.3971 -1.6776 0.9261  0.455
61 H -3.1370 0.5204 -0.7626  0.148
62 H -4.3496 -0.6555 -1.2587  0.411
63 H -4.7740 0.6103 -0.0966  0.415
64 H -2.2794 0.2683 1.9285  -0.146
65 H -4.0043 0.3887 2.3279  0.443
66 H -3.0575 -1.0221 2.8257  0.382
67 H 3.0047 -0.8378 -4.0433  0.549
68 H 4.5601 -2.4958 -2.4434  0.707
69 H 2.9839 -4.7276 -1.1199  0.005
70 H 4.7216 -4.5944 -1.3690  0.567
71 H 3.9078 -3.5086 -0.2387  -0.116
72 H 2.4961 -4.3805 -3.6490  0.192
73 H 3.3723 -3.1186 -4.5125  0.362
74 H 4.2490 -4.4860 -3.8216  0.480
75 H 0.5288 1.7957 -2.5045  -2.261
76 H 0.2829 0.0995 -5.0244  0.395
77 H -0.9006 0.1792 -3.7115  0.363
78 H -0.5856 1.6089 -4.7053  0.430
79 H 2.5207 1.3944 -4.7877  0.345
80 H 1.6154 2.8683 -4.4556  0.427
81 H 2.8335 2.3148 -3.3032  0.285
82 Cl -0.6967 4.0065 -2.7771  -0.187
83 C -1.9633 3.7709 -1.6080  0.652
84 C -3.1089 4.5345 -1.7791  -0.701
85 C -4.1260 4.4798 -0.8433  -0.514
86 C -3.9760 3.6701 0.2732  -0.845
87 C -2.8368 2.9021 0.4153  -0.215
88 C -1.8022 2.8948 -0.5292  1.092
89 C -0.5940 2.0696 -0.2950  0.326
90 H -3.1802 5.1840 -2.6404  0.450
91 H -5.0141 5.0830 -0.9760  0.385
92 H -4.7450 3.6372 1.0342  0.435
93 H -2.7277 2.2798 1.2912  0.382
94 H 0.2967 2.5909 -0.6616  0.996
95 H -0.5127 1.9400 0.8288  -1.922
96 S 3.5248 3.2475 -0.3959  -0.339
97 C 4.3075 1.8385 -0.0366  0.028
98 N 3.7779 0.6180 -0.0659  1.251
99 C 4.6479 -0.5212 0.1539  0.724
100 C 5.8201 0.0114 0.9696  -0.713
101 S 5.9936 1.7505 0.4631  -0.135
102 H 2.8211 0.5051 -0.3809  -1.218
103 H 4.9865 -0.9222 -0.8070  0.034
104 H 4.1056 -1.3012 0.6909  -0.546
105 H 6.7417 -0.5293 0.7696  0.488
106 H 5.6024 -0.0242 2.0358  0.294

---

A cluster of 2 separate species, C5H11ClSi in total at a distorted geometry, computed with wB97M-V/def2-TZVPD.

E   -25761.4945 eV
HOMO energy   -8.28 eV
Energy relative to the best compared isomer or geometry (same formula, charge and spin)   248.57 kJ/mol
LUMO energy   0.7 eV
Gap between HOMO and LUMO   8.93 eV

Each line ends with the Mulliken charge.
Geometry (Å):
1 C -0.1067 2.3228 -0.7050  -0.525
2 C 0.2207 2.4029 0.8014  -0.574
3 C 0.7956 1.2898 -0.0454  -0.307
4 C 1.3183 -2.3082 0.1471  -1.073
5 C -1.7606 -1.3045 -0.6439  -0.950
6 Si -0.1460 -1.1688 0.4677  0.708
7 Cl -0.7053 -1.2498 2.4368  -0.276
8 H -1.0471 1.9734 -0.9990  0.166
9 H 0.3742 3.0928 -1.3130  0.244
10 H 0.8710 3.2696 1.0332  0.242
11 H -0.6173 2.1773 1.4089  0.226
12 H 1.7971 1.5440 -0.3779  0.257
13 H 1.2141 -3.1423 0.9535  0.268
14 H 1.2537 -2.7262 -0.7797  0.384
15 H 2.4210 -2.1011 0.1201  0.346
16 H -1.7204 -0.4229 -1.3636  0.251
17 H -1.5774 -2.3138 -1.1891  0.315
18 H -2.5850 -1.3351 0.0479  0.299

---

The molecule C25H23FN4O4S at a distorted geometry, computed with wB97M-V/def2-TZVPD.

SMILES   Cc1c(NC(=O)CN(c2ccc(F)cc2)S(=O)(=O)c2ccccc2)c(=O)n(-c2ccccc2)n1C
E   -54001.2848 eV
HOMO energy   -8.15 eV
Energy relative to the best compared isomer or geometry (same formula, charge and spin)   0.00 kJ/mol
LUMO energy   0.5 eV
Gap between HOMO and LUMO   8.69 eV

Each line ends with the Mulliken charge.
Geometry (Å):
1 C -2.4526 -3.8116 -0.3311  -1.780
2 C -2.4773 -2.3325 -0.2280  0.350
3 C -1.4873 -1.4354 -0.4938  0.205
4 N -0.1802 -1.6601 -0.9284  0.170
5 C 0.6726 -2.5351 -0.3582  0.448
6 O 0.3735 -3.3515 0.4879  -0.642
7 C 2.1019 -2.3722 -0.8924  -0.950
8 N 2.5390 -1.0058 -0.6354  0.700
9 C 3.6288 -0.7993 0.2425  -0.823
10 C 4.8445 -1.4537 0.0722  -0.036
11 C 5.9042 -1.1819 0.9173  -0.832
12 C 5.7325 -0.2485 1.9239  0.367
13 C 4.5331 0.4146 2.1111  -0.812
14 C 3.4781 0.1333 1.2632  -0.060
15 H 2.5283 0.6281 1.3884  0.531
16 H 4.4350 1.1335 2.9088  0.463
17 F 6.7669 0.0265 2.7450  -0.339
18 H 6.8563 -1.6744 0.7987  0.436
19 H 4.9637 -2.1579 -0.7362  0.474
20 S 2.6587 -0.0292 -2.0152  1.374
21 O 1.4439 -0.2503 -2.7534  -0.774
22 O 3.8955 -0.2776 -2.7005  -0.671
23 C 2.6757 1.6030 -1.3001  -0.013
24 C 1.4999 2.1539 -0.8285  -0.339
25 C 1.5450 3.4099 -0.2429  -0.696
26 C 2.7495 4.0869 -0.1352  -0.453
27 C 3.9199 3.5191 -0.6157  -0.665
28 C 3.8843 2.2663 -1.2040  -0.318
29 H 4.7706 1.7922 -1.5951  0.518
30 H 4.8562 4.0493 -0.5325  0.432
31 H 2.7783 5.0642 0.3237  0.404
32 H 0.6336 3.8524 0.1281  0.483
33 H 0.5658 1.6191 -0.9107  0.615
34 H 2.7489 -3.0904 -0.3845  0.497
35 H 2.1158 -2.5653 -1.9695  0.437
36 H 0.2060 -0.9781 -1.5807  0.262
37 C -1.9903 -0.1020 -0.2306  0.322
38 O -1.4478 0.9839 -0.3575  -0.754
39 N -3.2931 -0.3041 0.2019  0.335
40 C -4.2831 0.6840 0.2752  0.244
41 C -5.5523 0.4606 -0.2530  -0.033
42 C -6.5145 1.4496 -0.1674  -0.689
43 C -6.2173 2.6657 0.4245  -0.417
44 C -4.9473 2.8932 0.9283  -0.716
45 C -3.9805 1.9073 0.8649  -0.353
46 H -2.9885 2.0776 1.2486  0.420
47 H -4.7088 3.8436 1.3814  0.362
48 H -6.9712 3.4359 0.4850  0.390
49 H -7.4982 1.2715 -0.5759  0.377
50 H -5.7736 -0.4748 -0.7452  0.483
51 N -3.6210 -1.6580 0.1432  -0.094
52 C -4.4851 -2.1789 1.1816  -1.183
53 H -5.2711 -1.4559 1.3892  0.476
54 H -3.9318 -2.3780 2.1045  0.331
55 H -4.9397 -3.1039 0.8330  0.353
56 H -1.7495 -4.1059 -1.1053  0.400
57 H -3.4386 -4.2026 -0.5693  0.493
58 H -2.1053 -4.2502 0.6038  0.291

---

What is the energy relative to the best compared isomer or geometry (same formula, charge and spin) in the first record? 658.08 kJ/mol